[1]
77
Properties=species:S:1:pos:R:3 method="wB97M-V/def2-TZVPD" charge=+2 gap_ev="6.689 / 5.932" spin_multiplicity=2
Ir 0.22824 -2.72562 0.77711
C -1.48140 2.99037 -5.06030
C -2.47680 1.40863 -3.27847
C -3.62277 0.80902 -4.09054
C -2.96245 2.66654 -2.55451
C -1.89523 0.42718 -2.27206
C -2.43454 -0.79434 -2.06439
C -1.84578 -1.69861 -1.14928
N -0.87795 -1.33505 -0.29735
C -0.39526 -0.10667 -0.35088
C -0.61051 0.76396 -1.55971
C 0.47253 0.25019 0.74582
C 0.88876 1.54637 1.02125
C 1.73876 1.80895 2.09163
C 2.15728 0.70629 2.84008
C 1.72266 -0.56110 2.50937
N 0.89405 -0.79050 1.49674
C 2.22076 3.20721 2.44129
C 1.83172 3.51623 3.89658
C 1.61311 4.27638 1.53315
C 3.75235 3.24123 2.29859
H -2.45829 3.05506 -5.53469
H -0.71098 2.98197 -5.82363
H -1.34833 3.85502 -4.41395
H -3.92995 1.50136 -4.87318
H -4.48956 0.63857 -3.45300
H -3.32964 -0.13020 -4.55946
H -3.44474 3.35980 -3.24230
H -2.15689 3.18665 -2.03379
H -3.70408 2.37452 -1.81232
H -3.31068 -1.12803 -2.60083
H -2.19247 -2.72065 -1.08067
H -0.55737 1.82101 -1.30713
H 0.53346 2.35828 0.40434
H 2.83071 0.82300 3.67690
H 2.05496 -1.42844 3.06691
H 0.74845 3.48437 4.02850
H 2.17833 4.51520 4.16155
H 2.28302 2.81266 4.59697
H 0.52422 4.30545 1.61927
H 1.89114 4.12371 0.48696
H 1.99320 5.25339 1.82893
H 4.23572 2.52892 2.96796
H 4.11836 4.23726 2.54822
H 4.05522 3.01324 1.27458
C -0.10024 -3.79229 4.25592
C -1.25130 -3.14041 3.57734
N -1.35486 -2.74940 2.31318
C -2.62732 -2.22464 2.16173
C -3.29072 -2.30171 3.33822
N -2.40900 -2.87778 4.21774
H 0.69454 -3.97371 3.54212
H -0.40983 -4.74930 4.67732
H 0.27070 -3.16941 5.07197
H -2.99023 -1.84376 1.22480
H -4.28630 -2.00448 3.61566
H -2.59466 -3.09096 5.18421
C 1.70915 -2.76876 -0.81754
C 1.37819 -1.84221 -1.91658
C 1.56755 -0.52071 -1.76595
C 0.72461 0.46200 -2.49553
C 0.17181 -0.06798 -3.80923
C 0.30439 -1.44559 -4.11645
C 0.77960 -2.28769 -3.16510
C -0.43663 0.92023 -4.47469
N -1.37029 1.75029 -4.26902
H 2.61565 -2.47348 -0.28868
H 1.74820 -3.81174 -1.13164
H 2.28024 -0.15272 -1.03945
H 1.25090 1.40353 -2.63517
H -0.07412 -1.82963 -5.05384
H 0.72461 -3.35438 -3.35587
C 2.49742 -4.49828 1.65593
O 1.12563 -4.25255 1.45412
H 2.63819 -5.03557 2.59671
H 3.08439 -3.57461 1.68800
H 2.89841 -5.13107 0.85949

[2]
87
Properties=species:S:1:pos:R:3 method="wB97M-V/def2-TZVPD" charge=+1 gap_ev=7.367
Y -0.45755 0.25854 -0.11792
C 1.06349 3.02077 3.42868
C 0.34803 1.72086 3.84560
S -0.97305 1.31613 2.68127
C -1.71716 -0.16650 3.39577
C -3.12675 -0.33009 2.81306
S -3.36957 0.34806 1.13466
C -3.90988 2.03447 1.57085
C -3.68093 3.01614 0.43422
S -1.98196 3.10034 -0.18484
C -1.30654 4.63755 0.49167
C -0.65053 4.53419 1.85691
S 0.86532 3.54788 1.70779
H 2.13434 2.90297 3.58743
H 0.74682 3.85524 4.05369
H -0.10963 1.85370 4.82679
H 1.04120 0.88704 3.88766
H -1.77651 -0.07210 4.48043
H -1.09315 -1.02297 3.14959
H -3.87002 0.16254 3.43986
H -3.39467 -1.38398 2.76227
H -3.36282 2.34724 2.45674
H -4.97457 1.99278 1.80612
H -4.00112 4.01362 0.73929
H -4.30143 2.74378 -0.42273
H -2.10646 5.37951 0.49072
H -0.57745 4.96952 -0.25062
H -1.32931 4.06282 2.56826
H -0.41677 5.53699 2.22027
O 1.14595 -4.89438 -1.08709
C 1.32537 -4.83166 0.25527
C 2.14488 -5.75860 0.89792
C 2.34737 -5.70010 2.26268
C 1.74176 -4.70111 3.01524
C 0.94325 -3.77363 2.37612
C 0.70951 -3.81490 0.99857
C -0.15366 -2.75251 0.41953
O -0.30616 -1.67468 1.11089
N -0.70461 -2.94229 -0.75492
N -1.32515 -1.76631 -1.13831
C -2.27859 -1.91104 -1.97260
C -2.95480 -0.74580 -2.53843
C -3.92183 -0.94177 -3.51973
C -4.49564 0.16091 -4.12697
C -4.06851 1.41746 -3.73442
C -3.10840 1.51662 -2.73856
N -2.55891 0.46931 -2.12260
H 1.65117 -5.63914 -1.42837
H 2.62101 -6.53421 0.30783
H 2.98227 -6.43789 2.73626
H 1.89164 -4.64431 4.08447
H 0.48550 -2.97301 2.93941
H -2.56694 -2.90917 -2.29156
H -4.20076 -1.94768 -3.80085
H -5.24870 0.03993 -4.89385
H -4.46609 2.31683 -4.18313
H -2.75586 2.48755 -2.41641
C -0.00147 0.49917 -4.20261
P 0.60890 1.87337 -3.21653
C 2.37009 1.91729 -3.52491
C -0.05053 3.38245 -3.94019
O 0.17032 1.80541 -1.76687
H 0.46837 0.52711 -5.18696
H -1.08142 0.55073 -4.32509
H 0.26807 -0.43992 -3.71636
H 2.50315 2.15508 -4.58312
H 2.81983 0.95278 -3.31031
H 2.85647 2.67224 -2.91239
H 0.28889 3.51492 -4.96760
H 0.28537 4.23126 -3.34403
H -1.13890 3.35358 -3.92431
O 1.81198 -0.71606 3.06459
C 2.25446 -0.60110 1.94412
N 1.72832 0.22007 0.95129
S 2.57807 0.08641 -0.39458
O 3.25232 1.27071 -0.83820
O 1.60062 -0.48871 -1.35458
C 3.72113 -1.12627 0.12602
C 4.75115 -1.73861 -0.56046
C 5.49360 -2.67465 0.14625
C 5.20976 -2.96254 1.48110
C 4.17851 -2.32124 2.15154
C 3.43239 -1.39267 1.44597
H 4.97235 -1.50898 -1.59335
H 6.30830 -3.19032 -0.34407
H 5.80839 -3.69863 2.00061
H 3.94508 -2.53432 3.18515

[3]
73
Properties=species:S:1:pos:R:3 method="wB97M-V/def2-TZVPD" charge=+1 gap_ev=5.453
C 3.48132 2.22669 -1.77347
Si 2.71913 3.23415 -0.41318
C 2.71847 2.53340 1.31705
C 3.42498 4.94817 -0.42196
O 1.10845 3.38705 -0.90677
C -0.01392 2.91190 -0.30031
C -0.40710 1.61901 -0.45568
C -1.72713 1.20809 0.10977
C -2.92998 1.48444 -0.80244
C -3.44998 2.92188 -0.73218
C -2.61349 3.95927 -1.50592
C -1.61005 4.78253 -0.69522
C -0.82625 3.99694 0.36478
H 4.50017 1.92296 -1.49883
H 2.90188 1.33193 -2.02155
H 3.53988 2.82151 -2.69578
H 3.73353 2.19256 1.56899
H 2.44391 3.32944 2.02714
H 2.02021 1.69900 1.47642
H 4.46842 4.90299 -0.08220
H 3.40370 5.36746 -1.43515
H 2.86603 5.61732 0.24244
H 0.06073 0.98071 -1.21599
H -1.71658 0.13385 0.29199
H -1.88383 1.65329 1.10755
H -2.65985 1.22979 -1.83614
H -3.74671 0.81001 -0.50247
H -4.45385 2.90946 -1.18163
H -3.55818 3.21881 0.31957
H -2.08982 3.47209 -2.34075
H -3.31160 4.66863 -1.97517
H -0.89182 5.22956 -1.39926
H -2.12553 5.61704 -0.19707
H -1.50414 3.58284 1.11927
H -0.14454 4.69033 0.88264
C 3.46664 -3.15593 -5.16782
C 2.92148 -2.56286 -3.90415
C 3.65030 -1.60639 -3.18193
C 3.15030 -1.07126 -2.00856
C 1.83727 -1.38491 -1.54428
C 1.26906 -0.65375 -0.44890
C 0.41124 -1.24598 0.53204
C -0.80132 -1.89606 0.18076
C -1.71961 -2.28197 1.14925
C -1.45515 -2.00103 2.49134
O -2.42177 -2.14200 3.48055
C -2.94860 -3.40068 3.77858
C -2.84766 -3.77379 5.12342
C -3.00465 -5.11959 5.45005
C -3.35919 -6.05029 4.46291
C -3.58577 -5.62405 3.14942
C -3.43691 -4.27586 2.80541
C -0.24032 -1.41257 2.88165
C 0.68597 -1.06976 1.92075
C 1.17801 -2.45606 -2.20940
C 1.67944 -2.96755 -3.39696
H 2.65771 -3.59878 -5.75571
H 3.96560 -2.38900 -5.76947
H 4.20430 -3.95204 -4.99704
H 4.62946 -1.28654 -3.54447
H 3.76040 -0.38813 -1.41404
H 1.82736 0.22776 -0.13109
H -1.09461 -1.99627 -0.86542
H -2.65724 -2.74273 0.84737
H -2.56527 -3.01794 5.85865
H -2.84732 -5.43537 6.48354
H -3.47233 -7.10746 4.71840
H -3.88190 -6.33024 2.37006
H -3.67088 -3.92946 1.79966
H -0.04865 -1.24788 3.94269
H 1.65218 -0.64913 2.21150
H 0.27176 -2.87944 -1.78984
H 1.11426 -3.72012 -3.94741

Please write out number 2 again, unchanged.
87
Properties=species:S:1:pos:R:3 method="wB97M-V/def2-TZVPD" charge=+1 gap_ev=7.367
Y -0.45755 0.25854 -0.11792
C 1.06349 3.02077 3.42868
C 0.34803 1.72086 3.84560
S -0.97305 1.31613 2.68127
C -1.71716 -0.16650 3.39577
C -3.12675 -0.33009 2.81306
S -3.36957 0.34806 1.13466
C -3.90988 2.03447 1.57085
C -3.68093 3.01614 0.43422
S -1.98196 3.10034 -0.18484
C -1.30654 4.63755 0.49167
C -0.65053 4.53419 1.85691
S 0.86532 3.54788 1.70779
H 2.13434 2.90297 3.58743
H 0.74682 3.85524 4.05369
H -0.10963 1.85370 4.82679
H 1.04120 0.88704 3.88766
H -1.77651 -0.07210 4.48043
H -1.09315 -1.02297 3.14959
H -3.87002 0.16254 3.43986
H -3.39467 -1.38398 2.76227
H -3.36282 2.34724 2.45674
H -4.97457 1.99278 1.80612
H -4.00112 4.01362 0.73929
H -4.30143 2.74378 -0.42273
H -2.10646 5.37951 0.49072
H -0.57745 4.96952 -0.25062
H -1.32931 4.06282 2.56826
H -0.41677 5.53699 2.22027
O 1.14595 -4.89438 -1.08709
C 1.32537 -4.83166 0.25527
C 2.14488 -5.75860 0.89792
C 2.34737 -5.70010 2.26268
C 1.74176 -4.70111 3.01524
C 0.94325 -3.77363 2.37612
C 0.70951 -3.81490 0.99857
C -0.15366 -2.75251 0.41953
O -0.30616 -1.67468 1.11089
N -0.70461 -2.94229 -0.75492
N -1.32515 -1.76631 -1.13831
C -2.27859 -1.91104 -1.97260
C -2.95480 -0.74580 -2.53843
C -3.92183 -0.94177 -3.51973
C -4.49564 0.16091 -4.12697
C -4.06851 1.41746 -3.73442
C -3.10840 1.51662 -2.73856
N -2.55891 0.46931 -2.12260
H 1.65117 -5.63914 -1.42837
H 2.62101 -6.53421 0.30783
H 2.98227 -6.43789 2.73626
H 1.89164 -4.64431 4.08447
H 0.48550 -2.97301 2.93941
H -2.56694 -2.90917 -2.29156
H -4.20076 -1.94768 -3.80085
H -5.24870 0.03993 -4.89385
H -4.46609 2.31683 -4.18313
H -2.75586 2.48755 -2.41641
C -0.00147 0.49917 -4.20261
P 0.60890 1.87337 -3.21653
C 2.37009 1.91729 -3.52491
C -0.05053 3.38245 -3.94019
O 0.17032 1.80541 -1.76687
H 0.46837 0.52711 -5.18696
H -1.08142 0.55073 -4.32509
H 0.26807 -0.43992 -3.71636
H 2.50315 2.15508 -4.58312
H 2.81983 0.95278 -3.31031
H 2.85647 2.67224 -2.91239
H 0.28889 3.51492 -4.96760
H 0.28537 4.23126 -3.34403
H -1.13890 3.35358 -3.92431
O 1.81198 -0.71606 3.06459
C 2.25446 -0.60110 1.94412
N 1.72832 0.22007 0.95129
S 2.57807 0.08641 -0.39458
O 3.25232 1.27071 -0.83820
O 1.60062 -0.48871 -1.35458
C 3.72113 -1.12627 0.12602
C 4.75115 -1.73861 -0.56046
C 5.49360 -2.67465 0.14625
C 5.20976 -2.96254 1.48110
C 4.17851 -2.32124 2.15154
C 3.43239 -1.39267 1.44597
H 4.97235 -1.50898 -1.59335
H 6.30830 -3.19032 -0.34407
H 5.80839 -3.69863 2.00061
H 3.94508 -2.53432 3.18515